(1)
Density functional theory data (ωB97M-V/def2-TZVPD) for a structure of composition C64H176N16O16 at a distorted geometry.

```
272
Properties=species:S:1:pos:R:3
C -2.84849 -1.79872 5.62079
C -1.42452 -1.36381 5.62903
C -1.25560 0.00099 6.17968
O -2.18967 0.85432 5.66811
C -2.19875 2.08394 6.25535
N -0.63253 -2.37134 6.38765
H -3.48602 -1.08687 5.09750
H -3.24660 -1.79457 6.65312
H -3.01196 -2.83309 5.31733
H -1.02471 -1.37183 4.59977
H -0.24533 0.33733 5.87338
H -1.18472 0.01107 7.27986
H -1.19070 2.35221 6.60810
H -2.87424 2.14490 7.11738
H -2.50097 2.81955 5.51164
H 0.36037 -2.18825 6.20726
H -0.84492 -3.23867 5.88033
C 0.01215 10.64978 -0.89971
C 0.59392 9.71701 -1.92892
C 0.23012 8.28794 -1.72218
O 1.07948 7.72359 -0.75024
C 0.65047 6.41248 -0.33397
N 0.22279 10.15731 -3.31420
H -1.07717 10.70127 -0.96388
H 0.47926 11.61836 -1.06136
H 0.22776 10.28246 0.10666
H 1.69378 9.84025 -1.83642
H 0.36057 7.69991 -2.64929
H -0.83678 8.26408 -1.44262
H -0.43436 6.31338 -0.24307
H 1.09450 6.16746 0.63003
H 1.01219 5.64941 -1.05627
H 0.84547 9.68121 -4.01201
H 0.51526 11.13184 -3.44450
C -1.39502 1.02541 -8.93228
C -1.37145 -0.34378 -8.27129
C -2.44610 -0.63598 -7.26346
O -2.26915 0.15775 -6.11365
C -3.43994 0.08154 -5.25102
N -1.49118 -1.44122 -9.29917
H -2.35721 1.16252 -9.45234
H -0.71832 1.02896 -9.79652
H -1.15983 1.85391 -8.26639
H -0.39965 -0.51400 -7.79141
H -2.32708 -1.70563 -7.02101
H -3.47155 -0.55727 -7.65909
H -4.28617 0.67237 -5.61874
H -3.12520 0.37982 -4.24724
H -3.77107 -0.96886 -5.13978
H -0.79867 -1.31101 -10.03277
H -2.39388 -1.36231 -9.77603
C 3.53774 4.24135 1.94517
C 4.51648 3.08745 1.75165
C 4.10819 2.26919 0.54662
O 4.98343 1.21546 0.40045
C 4.56224 0.35946 -0.58149
N 5.85871 3.67587 1.60189
H 3.78203 4.74795 2.87398
H 2.49714 3.91265 2.00554
H 3.67632 5.02231 1.18919
H 4.48058 2.43666 2.63074
H 4.15876 2.94117 -0.33068
H 3.06106 1.94724 0.69040
H 4.27870 0.87131 -1.51594
H 3.71049 -0.24422 -0.22783
H 5.36436 -0.33266 -0.84425
H 6.54526 2.94389 1.40915
H 5.87618 4.27937 0.77839
C -1.89920 5.14583 2.09684
C -1.26639 3.74080 2.21176
C -2.37494 2.73332 2.25361
O -1.84442 1.44042 2.32861
C -2.76606 0.42624 2.59370
N -0.36375 3.65748 0.98148
H -1.10394 5.88884 2.11282
H -2.50586 5.35677 2.98868
H -2.46056 5.28797 1.17364
H -0.57364 3.72998 3.05154
H -3.03268 2.84016 1.36819
H -3.01804 3.01123 3.11727
H -2.23456 -0.51880 2.69946
H -3.45483 0.24490 1.73596
H -3.40211 0.58135 3.47049
H -0.93783 3.89963 0.17083
H -0.09950 2.67576 0.80166
C -5.50385 2.95869 -3.47648
C -6.41531 2.05488 -2.71430
C -5.71239 1.05210 -1.89302
O -5.38639 -0.05247 -2.67651
C -4.75967 -1.05591 -2.00412
N -7.13710 2.91944 -1.74997
H -6.03243 3.76430 -3.97454
H -4.87609 2.40201 -4.18029
H -4.77454 3.38202 -2.77385
H -7.12504 1.58396 -3.40904
H -6.32795 0.77404 -1.02080
H -4.78065 1.46908 -1.47062
H -4.92670 -2.00549 -2.51462
H -5.16881 -1.16493 -0.99330
H -3.67921 -0.86363 -1.98703
H -7.54795 3.73669 -2.20144
H -7.94702 2.45836 -1.32854
C 0.94435 -4.63914 -1.82538
C 1.53914 -4.78454 -3.19886
C 1.59791 -6.18977 -3.62893
O 2.45590 -6.89311 -2.80416
C 2.36543 -8.23395 -3.02254
N 0.74684 -4.05746 -4.18861
H 1.60530 -5.18651 -1.14965
H -0.06305 -5.06289 -1.78551
H 0.88233 -3.60153 -1.50106
H 2.55782 -4.36251 -3.15614
H 1.88093 -6.26043 -4.69256
H 0.58511 -6.63222 -3.54181
H 1.29909 -8.52386 -2.97945
H 2.88743 -8.82131 -2.27206
H 2.76474 -8.53898 -4.00136
H 1.22599 -4.02670 -5.09404
H 0.68578 -3.06622 -3.94569
C 2.22181 -0.83786 -3.46329
C 1.06294 -0.18759 -4.15841
C 1.45559 1.01706 -4.98943
O 1.96945 1.97146 -4.17581
C 2.75748 2.92874 -4.86795
N 0.33373 -1.17906 -5.00930
H 2.96074 -1.22137 -4.17789
H 1.92549 -1.66536 -2.80711
H 2.72690 -0.17491 -2.75145
H 0.31182 0.12878 -3.42755
H 0.57085 1.37417 -5.53399
H 2.18382 0.67951 -5.75053
H 3.71128 2.52902 -5.24476
H 2.99485 3.71915 -4.15051
H 2.21036 3.39391 -5.70402
H -0.39918 -0.69337 -5.53731
H 0.97160 -1.54828 -5.72659
C 3.33470 -0.11642 8.80778
C 2.51077 -0.94959 7.83458
C 3.10841 -0.91402 6.47787
O 2.29962 -1.67576 5.60166
C 2.80401 -1.81339 4.31173
N 2.35507 -2.37388 8.35342
H 3.18283 0.95188 8.58629
H 4.40457 -0.32199 8.69940
H 3.09648 -0.27606 9.85553
H 1.50633 -0.47177 7.69923
H 4.17358 -1.23225 6.50725
H 3.17556 0.12057 6.07984
H 2.10384 -2.35204 3.68234
H 3.74029 -2.40609 4.29201
H 3.10914 -0.83698 3.89962
H 1.77787 -2.42112 9.19115
H 1.72376 -2.88072 7.69570
C -3.92886 -3.38211 2.51633
C -4.07572 -3.77149 1.06623
C -4.39417 -2.58666 0.16353
O -5.74012 -2.24126 0.37773
C -6.22121 -1.27985 -0.54119
N -2.84989 -4.46570 0.60065
H -2.96030 -2.89864 2.69633
H -3.91282 -4.25975 3.17774
H -4.75813 -2.75502 2.83936
H -4.96033 -4.43124 1.03394
H -4.13746 -2.84405 -0.88008
H -3.75186 -1.71387 0.39449
H -7.30677 -1.22030 -0.41901
H -6.03725 -1.54136 -1.59684
H -5.81117 -0.26888 -0.37196
H -2.71269 -5.30867 1.16116
H -3.07906 -4.81629 -0.34121
C 4.96175 -7.15472 3.21593
C 5.13173 -6.33378 1.96091
C 4.06952 -5.29733 1.79825
O 4.22463 -4.64088 0.52272
C 3.22245 -3.68759 0.27019
N 6.44155 -5.63859 1.97591
H 5.75443 -7.90635 3.31052
H 4.06351 -7.78434 3.22408
H 4.93262 -6.52046 4.10011
H 5.09897 -6.93634 1.03057
H 4.22538 -4.53087 2.58564
H 3.04686 -5.69877 1.83709
H 2.26298 -4.16695 0.00035
H 3.54059 -3.08703 -0.57913
H 3.03144 -3.06230 1.15619
H 6.51957 -5.02758 1.15343
H 7.20038 -6.30078 1.77647
C -4.53737 -3.35898 -4.39656
C -3.11996 -3.63865 -3.95561
C -2.89784 -5.08081 -3.62302
O -3.60678 -5.31544 -2.38393
C -3.80459 -6.67897 -2.10626
N -2.19993 -3.20851 -5.03160
H -4.64917 -2.33517 -4.76435
H -5.25471 -3.48168 -3.57799
H -4.81449 -4.02959 -5.21386
H -2.91671 -3.00038 -3.07225
H -1.84329 -5.29675 -3.40001
H -3.26048 -5.76975 -4.39897
H -3.96562 -6.83670 -1.03058
H -2.94412 -7.32517 -2.34620
H -4.71461 -7.04945 -2.60454
H -1.24233 -3.50572 -4.76089
H -2.13742 -2.19016 -4.95983
C 3.19743 4.19138 8.02259
C 3.35411 3.80646 6.54258
C 2.24215 2.91092 6.06193
O 2.47214 2.53731 4.72598
C 1.46117 1.81352 4.09687
N 3.40718 5.03681 5.76556
H 4.16322 4.37789 8.47506
H 2.70541 3.36882 8.55671
H 2.56864 5.07632 8.12717
H 4.31670 3.30012 6.42200
H 1.28077 3.45762 6.14782
H 2.19769 1.99268 6.68181
H 0.50197 2.32894 4.06658
H 1.39731 0.77714 4.47185
H 1.83085 1.65163 3.07734
H 2.54831 5.54791 6.01677
H 3.24868 4.81299 4.78314
C 0.37065 8.22805 -7.06631
C 1.00194 7.73350 -5.77834
C 1.67847 6.40646 -6.02863
O 2.20371 5.96248 -4.84484
C 2.82142 4.72388 -4.99165
N 1.98567 8.72159 -5.30519
H -0.44373 7.58971 -7.41377
H 1.14627 8.26322 -7.84187
H -0.08160 9.20886 -6.92138
H 0.21978 7.58915 -5.02578
H 2.41141 6.57908 -6.83714
H 0.91290 5.70049 -6.38978
H 3.31997 4.47640 -4.05143
H 3.58325 4.74382 -5.77963
H 2.09442 3.92395 -5.17590
H 2.66457 8.27824 -4.67727
H 2.54862 8.92955 -6.14501
C 0.13023 -4.88993 2.96204
C 0.63227 -5.24518 4.37354
C -0.38202 -5.99833 5.15485
O -1.49204 -5.20897 5.38436
C -2.48736 -5.89722 5.99734
N 1.87531 -6.05699 4.21118
H 0.08450 -5.74342 2.28855
H 0.79928 -4.12623 2.55890
H -0.85921 -4.42511 3.04798
H 0.93860 -4.31200 4.85007
H 0.04671 -6.37284 6.10827
H -0.68999 -6.94004 4.65614
H -2.22647 -6.09673 7.04520
H -2.66665 -6.85987 5.50574
H -3.38059 -5.28332 5.98369
H 2.02210 -6.55719 5.10560
H 1.59670 -6.83990 3.59795
C 0.43621 -0.84404 1.51819
C -0.34826 -0.91540 0.28103
C 0.31389 -0.22342 -0.87267
O 0.62789 1.06772 -0.46568
C 0.95821 1.93559 -1.56303
N -0.52225 -2.35838 -0.04007
H 0.52417 0.20234 1.81089
H 1.44768 -1.21706 1.35964
H -0.04407 -1.40594 2.31947
H -1.34547 -0.48116 0.46711
H -0.32458 -0.25278 -1.76953
H 1.26428 -0.74562 -1.07696
H 1.23102 2.89229 -1.11997
H 0.07747 2.07804 -2.20768
H 1.81079 1.48138 -2.08180
H -1.13237 -2.48002 -0.85680
H -0.97271 -2.95549 0.65369
```

Values from the calculation:
- LUMO: 0.1 eV
- Charge: 0
- HOMO energy: -7.158 eV
- DFT total energy: -4622.86670 Ha

Here are the Löwdin charges for atoms 1 to 6, given in e:
1. C -0.054
2. C -0.430
3. C -0.249
4. O -0.182
5. C -0.113
6. N 0.077



(2)
Density functional theory data (ωB97M-V/def2-TZVPD) for a structure of composition C64H52N2O4P2STi.

```
126
Properties=species:S:1:pos:R:3
Ti -0.28212 0.34478 0.19900
O -0.62660 1.93386 -0.61159
C -1.29195 3.09117 -0.48622
C -1.31110 4.01641 -1.52216
C -1.96759 5.22181 -1.33165
C -2.61793 5.51515 -0.13698
C -2.64026 4.57746 0.87341
C -1.98142 3.35004 0.71051
C -2.16211 2.31344 1.67750
N -1.66634 1.11608 1.58223
N -2.19469 0.22804 2.51785
C -1.61905 -0.91865 2.36223
O -0.67910 -1.06644 1.44855
C -2.03529 -2.10175 3.12277
C -1.45662 -3.34458 2.86830
C -1.84486 -4.44540 3.61406
C -2.80513 -4.30744 4.60949
C -3.38319 -3.07077 4.85792
C -3.00110 -1.96630 4.11749
H -0.81524 3.79269 -2.45261
H -1.97457 5.94862 -2.13321
H -3.11989 6.46373 -0.01331
H -3.17354 4.77134 1.79514
H -2.83126 2.49431 2.51521
H -0.70098 -3.43849 2.09916
H -1.39787 -5.41213 3.42479
H -3.10353 -5.16743 5.19391
H -4.13097 -2.96902 5.63280
H -3.43634 -0.99576 4.30846
O 3.24136 0.36300 0.32629
C 3.87998 0.12265 1.51940
C 5.17531 -0.35759 1.60287
C 5.71932 -0.57780 2.85831
C 4.97561 -0.32495 4.00520
C 3.66857 0.11675 3.90045
C 3.09559 0.33391 2.64695
P 1.39697 0.94509 2.42114
C 0.58805 0.38431 3.94369
C 0.75905 -0.94214 4.34282
C 0.13591 -1.41653 5.48489
C -0.67959 -0.57759 6.22896
C -0.88198 0.73322 5.82186
C -0.25385 1.21355 4.68265
C 1.58957 2.74641 2.53031
C 1.95816 3.38738 3.71464
C 2.18478 4.75177 3.72434
C 2.06445 5.48967 2.55215
C 1.73025 4.85669 1.36557
C 1.49853 3.48718 1.35557
C 3.80628 1.08829 -0.68587
C 4.95673 1.84986 -0.58601
C 5.41273 2.50513 -1.72124
C 4.73626 2.39960 -2.92947
C 3.56371 1.66548 -3.00095
C 3.07159 1.01948 -1.86801
P 1.56125 0.02849 -1.80018
C 0.74850 0.39628 -3.37981
C 0.39480 -0.61427 -4.26967
C -0.19639 -0.30191 -5.48594
C -0.42804 1.02133 -5.82620
C -0.08233 2.03501 -4.94171
C 0.49627 1.72445 -3.72288
C 2.12167 -1.68975 -1.84086
C 1.74299 -2.54568 -0.81400
C 2.27556 -3.82437 -0.73947
C 3.17930 -4.25289 -1.69759
C 3.54978 -3.40824 -2.73749
C 3.03182 -2.12603 -2.80516
H 5.74257 -0.55498 0.70299
H 6.73139 -0.94890 2.94112
H 5.41440 -0.48190 4.98059
H 3.09233 0.28822 4.79827
H 1.39228 -1.60782 3.76804
H 0.28023 -2.44532 5.78772
H -1.16363 -0.94681 7.12320
H -1.52367 1.38801 6.39596
H -0.42440 2.23664 4.37324
H 2.07053 2.82217 4.63113
H 2.46431 5.24308 4.64665
H 2.24684 6.55580 2.56553
H 1.65571 5.42128 0.44547
H 1.26847 2.99581 0.41741
H 5.48881 1.93038 0.35159
H 6.31525 3.09756 -1.65933
H 5.11838 2.89413 -3.81143
H 3.03242 1.60000 -3.93863
H 0.61254 -1.64650 -4.02018
H -0.45797 -1.09283 -6.17650
H -0.86585 1.26694 -6.78445
H -0.24300 3.07033 -5.21517
H 0.80429 2.52039 -3.05644
H 1.04440 -2.22317 -0.04694
H 1.98544 -4.48118 0.06932
H 3.60087 -5.24763 -1.63815
H 4.26030 -3.74089 -3.48193
H 3.35033 -1.45767 -3.59701
O -1.48625 -0.68769 -0.99896
S -2.77643 -1.39020 -0.48300
C -4.07488 -0.16481 -0.77072
C -4.31496 0.20948 -2.19730
C -5.48241 -0.21570 -2.82506
C -5.74220 0.14340 -4.13791
C -4.83783 0.93500 -4.82801
C -3.67186 1.35984 -4.20643
C -3.40321 0.99736 -2.89560
C -3.21411 -2.66750 -1.68062
C -2.07539 -3.58666 -1.99029
C -1.27020 -3.32072 -3.09107
C -0.27109 -4.21078 -3.45088
C -0.07704 -5.36738 -2.71197
C -0.86930 -5.62852 -1.60289
C -1.86608 -4.73757 -1.23779
H -3.77052 0.67589 -0.14248
H -4.96085 -0.60399 -0.30482
H -6.20156 -0.81670 -2.28082
H -6.65486 -0.18508 -4.61549
H -5.04583 1.22818 -5.84804
H -2.96754 1.98245 -4.74003
H -2.48757 1.32869 -2.42134
H -3.64497 -2.19434 -2.56115
H -3.99965 -3.19585 -1.13057
H -1.46145 -2.43110 -3.68076
H 0.34206 -4.02032 -4.32283
H 0.68749 -6.07311 -3.00701
H -0.72709 -6.53873 -1.03555
H -2.50589 -4.95860 -0.39129
```

Values from the calculation:
- LUMO: -6.4 eV
- Charge: +2
- HOMO energy: -12.775 eV
- DFT total energy: -4810.55409 Ha

Here are the Löwdin charges for atoms 1 to 6, given in e:
1. Ti 0.999
2. O -0.233
3. C -0.296
4. C 0.017
5. C -0.027
6. C -0.046



Question: What is the formula in the first record?
Answer: C64H176N16O16



Question: What is the formula in the second record?
Answer: C64H52N2O4P2STi



Question: Look up the HOMO energy of the second one.
Answer: -12.775 eV



Question: Which of these has the highest charge?
Answer: C64H52N2O4P2STi